Entry 1:
Entry from the Open Molecules 2025 dataset: a structure of composition C48H49FeN3OPSSe (the ωB97M-V functional and the def2-TZVPD basis).

The energy above the lowest of the compared OMol25 structures with the same formula, charge and spin comes out at 0.000 eV. The energy is -6502.73650 Ha. As for the expectation value of S²: 8.80. The spin multiplicity is 6. For the HOMO energy (alpha / beta), the calculation gives -4.66 / -7.40 eV. Its charge is 0.

Last column: Mulliken charge in e.
Element x y z (Å)
Fe: 0.57 0.17 0.21  0.530
C: -2.57 1.80 6.84  -1.730
C: -2.50 0.60 5.88  2.136
C: -3.51 0.82 4.76  -1.829
C: -2.89 -0.68 6.64  -1.756
C: -1.07 0.48 5.35  -0.103
C: -0.03 0.16 6.24  -0.488
C: 1.29 0.08 5.82  -1.278
C: 1.58 0.33 4.49  1.327
S: 3.13 0.32 3.69  -0.549
C: 2.32 0.75 2.18  0.119
N: 0.99 0.86 2.28  1.031
C: 0.56 0.64 3.57  -2.619
C: -0.76 0.72 4.02  1.300
C: 3.03 0.83 0.95  1.658
C: 4.30 0.18 0.88  -1.382
C: 5.08 0.15 -0.23  -0.996
C: 4.64 0.82 -1.40  -0.778
C: 3.43 1.46 -1.37  -1.130
C: 2.57 1.49 -0.26  -0.520
H: -3.57 1.89 7.26  0.444
H: -2.32 2.72 6.32  0.349
H: -1.87 1.68 7.67  0.383
H: -4.52 0.85 5.18  0.455
H: -3.48 0.01 4.02  0.339
H: -3.34 1.76 4.24  0.371
H: -3.92 -0.61 6.97  0.449
H: -2.26 -0.84 7.52  0.341
H: -2.79 -1.56 6.00  0.369
H: -0.25 -0.03 7.28  0.398
H: 2.07 -0.17 6.52  0.402
H: -1.53 0.97 3.31  -0.363
H: 4.65 -0.34 1.77  0.212
H: 6.03 -0.37 -0.22  0.389
H: 5.27 0.86 -2.28  0.441
H: 3.14 2.06 -2.22  1.242
C: 3.43 -1.76 -5.83  -0.648
C: 3.68 -0.50 -5.31  -0.930
C: 2.86 0.04 -4.34  -0.410
C: 1.76 -0.68 -3.86  -0.045
C: 1.50 -1.94 -4.40  -0.583
C: 2.33 -2.48 -5.37  -0.765
P: 0.72 -0.06 -2.47  2.699
C: -0.92 -0.70 -3.00  0.480
C: -1.72 -0.21 -4.04  -0.710
C: -2.90 -0.86 -4.38  -0.783
C: -3.30 -2.00 -3.71  -0.914
C: -2.52 -2.48 -2.67  -0.523
C: -1.35 -1.83 -2.31  0.748
C: 0.68 1.75 -2.73  0.495
C: 0.31 2.21 -3.97  -0.778
C: -0.14 3.52 -4.19  -1.226
C: -0.29 4.34 -3.11  -1.051
C: 0.15 3.94 -1.82  1.320
C: -0.01 4.84 -0.74  -0.986
C: 0.48 4.52 0.50  -1.264
C: 1.24 3.36 0.66  -0.844
C: 1.45 2.46 -0.38  1.078
C: 0.76 2.68 -1.63  0.165
H: 4.07 -2.18 -6.60  0.402
H: 4.53 0.08 -5.67  0.441
H: 3.06 1.03 -3.97  0.487
H: 0.64 -2.50 -4.07  0.564
H: 2.11 -3.45 -5.78  0.478
H: -1.44 0.68 -4.57  0.286
H: -3.51 -0.46 -5.18  0.403
H: -4.22 -2.50 -3.98  0.340
H: -2.84 -3.36 -2.11  0.424
H: -0.78 -2.17 -1.46  -0.706
H: 0.33 1.52 -4.81  0.693
H: -0.43 3.84 -5.18  0.416
H: -0.72 5.33 -3.22  0.413
H: -0.53 5.77 -0.91  0.392
H: 0.34 5.19 1.33  0.436
H: 1.74 3.19 1.60  0.516
C: 3.17 -2.47 -0.98  -0.670
N: 2.01 -3.36 -0.95  0.428
C: 1.75 -4.35 -1.87  -0.540
C: 0.62 -4.97 -1.49  -0.656
N: 0.19 -4.34 -0.33  0.332
C: -1.02 -4.66 0.41  -0.746
C: 1.04 -3.35 -0.01  -0.303
Se: 0.87 -2.19 1.43  -0.208
H: 4.07 -3.07 -1.09  0.513
H: 3.20 -1.92 -0.04  0.099
H: 3.08 -1.77 -1.81  -0.011
H: 2.40 -4.52 -2.72  0.593
H: 0.07 -5.78 -1.93  0.494
H: -1.39 -5.62 0.06  0.321
H: -1.76 -3.88 0.25  0.172
H: -0.79 -4.71 1.47  0.360
C: -3.37 0.87 -1.08  -1.486
C: -2.45 0.77 0.14  1.300
C: -2.91 -0.38 1.04  -1.150
C: -2.46 2.11 0.88  -1.330
O: -1.15 0.51 -0.32  0.341
H: -4.39 1.15 -0.78  0.466
H: -3.42 -0.09 -1.60  0.200
H: -2.98 1.62 -1.77  0.258
H: -3.89 -0.17 1.47  0.523
H: -2.20 -0.56 1.84  0.173
H: -2.98 -1.29 0.44  0.003
H: -3.42 2.31 1.35  0.535
H: -2.25 2.92 0.17  0.255
H: -1.67 2.14 1.63  0.064

Entry 2:
Entry from the Open Molecules 2025 dataset: a structure of composition C48H50AsIrN5O (the ωB97M-V functional and the def2-TZVPD basis).

The energy above the lowest of the compared OMol25 structures with the same formula, charge and spin comes out at 0.000 eV. The energy is -4547.70543 Ha. As for the expectation value of S²: 0.84. The spin multiplicity is 2. For the HOMO energy (alpha / beta), the calculation gives -12.42 / -12.37 eV. Its charge is +2.

Last column: Mulliken charge in e.
Element x y z (Å)
Ir: -0.43 0.64 0.26  1.597
C: -3.81 1.38 1.75  0.011
C: -2.71 2.18 2.46  -1.190
C: -1.70 1.26 3.12  -1.364
N: -0.63 0.66 2.27  0.624
C: 0.28 -0.04 2.95  0.572
C: 0.17 -0.24 4.36  -0.038
C: 1.05 -0.76 5.29  -0.878
C: 2.30 -1.34 5.11  -0.794
C: 2.93 -1.60 3.90  -0.935
C: 2.54 -1.25 2.63  -0.310
C: 1.41 -0.50 2.16  1.117
N: 1.36 -0.12 0.90  0.402
C: 2.62 0.02 0.17  -1.757
C: 2.64 1.31 -0.64  -0.734
C: 2.00 2.47 0.10  -1.287
N: 0.55 2.36 -0.05  -0.131
C: -0.22 3.47 0.04  1.102
C: 0.27 4.68 0.52  -0.615
C: -0.29 5.96 0.54  -0.801
C: -1.45 6.40 -0.04  -0.645
C: -2.36 5.61 -0.75  -0.593
C: -2.43 4.25 -0.89  -0.835
C: -1.60 3.22 -0.40  0.815
N: -1.96 1.94 -0.38  0.131
C: -3.35 1.60 -0.69  -1.258
C: -4.31 1.96 0.44  -1.267
H: -4.63 1.21 2.45  0.628
H: -3.41 0.39 1.53  -0.425
H: -3.13 2.80 3.25  0.680
H: -2.19 2.87 1.80  -0.028
H: -2.26 0.43 3.57  0.428
H: -1.20 1.80 3.92  0.999
H: -0.75 0.09 4.81  0.463
H: 0.70 -0.72 6.31  0.421
H: 2.81 -1.66 6.01  0.415
H: 3.86 -2.16 3.96  0.459
H: 3.18 -1.61 1.85  0.563
H: 2.82 -0.87 -0.43  0.384
H: 3.42 0.11 0.91  1.009
H: 2.09 1.20 -1.57  -0.073
H: 3.67 1.53 -0.91  0.606
H: 2.32 3.41 -0.36  0.974
H: 2.31 2.49 1.15  0.254
H: 1.25 4.62 0.97  0.476
H: 0.31 6.71 1.04  0.393
H: -1.68 7.46 0.03  0.377
H: -3.17 6.16 -1.23  0.412
H: -3.29 3.91 -1.46  0.463
H: -3.39 0.52 -0.84  -0.323
H: -3.66 2.04 -1.64  0.729
H: -5.30 1.57 0.20  0.669
H: -4.42 3.05 0.51  0.388
O: -0.48 0.39 -1.95  -0.303
C: 0.37 0.28 -3.14  -1.231
C: 1.45 -0.77 -3.05  0.266
C: 1.02 -2.21 -3.33  -0.535
C: 1.54 -3.18 -2.30  0.860
C: 2.07 -4.41 -2.69  -1.115
C: 2.52 -5.30 -1.73  -0.727
C: 2.42 -4.92 -0.39  -1.074
C: 1.89 -3.68 -0.10  0.044
N: 1.46 -2.82 -1.02  0.796
H: -1.07 1.14 -2.13  -0.066
H: 0.81 1.26 -3.31  0.611
H: -0.31 0.06 -3.96  0.531
H: 1.96 -0.73 -2.09  -0.722
H: 2.18 -0.46 -3.80  0.419
H: 1.35 -2.53 -4.31  0.451
H: -0.07 -2.28 -3.34  -0.304
H: 2.13 -4.66 -3.74  0.538
H: 2.93 -6.25 -2.01  0.429
H: 2.75 -5.58 0.40  0.542
H: 1.79 -3.36 0.94  0.143
C: -6.51 -1.95 1.06  -0.771
C: -5.60 -2.17 2.08  -0.779
C: -4.24 -2.05 1.84  0.241
C: -3.79 -1.71 0.57  0.646
C: -4.70 -1.49 -0.45  -0.381
C: -6.06 -1.61 -0.21  -0.887
As: -1.87 -1.61 0.22  1.782
C: -1.82 -2.88 -1.24  0.131
C: -2.25 -2.70 -2.54  -0.622
C: -2.29 -3.79 -3.40  -0.689
C: -1.89 -5.04 -2.95  -1.163
C: -1.48 -5.22 -1.64  -0.273
C: -1.45 -4.14 -0.76  0.531
C: -1.11 -4.21 0.67  -0.984
C: -0.70 -5.36 1.35  -0.330
C: -0.44 -5.30 2.71  -1.325
C: -0.60 -4.11 3.41  -1.101
C: -1.02 -2.96 2.74  0.345
C: -1.25 -3.02 1.38  -0.143
H: -7.57 -2.05 1.25  0.446
H: -5.95 -2.45 3.07  0.475
H: -3.54 -2.24 2.64  0.348
H: -4.37 -1.25 -1.46  0.272
H: -6.77 -1.45 -1.01  0.458
H: -2.54 -1.72 -2.90  0.407
H: -2.62 -3.66 -4.42  0.476
H: -1.92 -5.89 -3.62  0.465
H: -1.20 -6.21 -1.30  0.454
H: -0.59 -6.29 0.83  0.491
H: -0.13 -6.19 3.24  0.451
H: -0.43 -4.08 4.48  0.535
H: -1.19 -2.05 3.30  0.660